Entry 1:
Density functional theory data (wB97M-V/def2-TZVPD) for one molecule with the formula C4H7NO.

Positions of all 13 atoms, in Å:
1 H -0.2649 -1.2914 3.2627
2 N 0.0801 -1.4775 2.3282
3 C -0.5479 -0.8034 1.4643
4 O -0.2647 -1.0853 0.1855
5 C -0.5610 -0.2783 -0.9249
6 C -0.1248 1.1236 -0.8802
7 C 0.7147 -0.2423 -1.6873
8 H -1.3332 -0.0554 1.6411
9 H -1.5069 -0.4849 -1.4141
10 H -0.7900 1.8289 -1.4278
11 H 0.2053 1.6170 0.0438
12 H 1.4824 -0.9140 -1.2329
13 H 0.9352 -0.1557 -2.7495

Its gap between HOMO and LUMO is 0.3860 Eh. Its SMILES is [H]/N=C/OC1CC1. As for the LUMO energy: 0.98 eV. As for the charge: 0. As for the spin multiplicity: 1. As for the HOMO energy: -9.5204 eV.

Here are the Löwdin charges for atoms 1 to 6, given in e:
1 H 0.041
2 N 0.113
3 C -0.317
4 O -0.058
5 C -0.440
6 C -0.010


Entry 2:
Density functional theory data (wB97M-V/def2-TZVPD) for one molecule with the formula C10H17N3O2.

Positions of all 32 atoms, in Å:
1 C 0.2034 0.0765 0.4600
2 C -2.2338 -0.9338 0.1492
3 C -0.1644 0.6154 1.7843
4 C -3.1126 -0.0813 0.8951
5 C -1.1923 -0.1711 2.5994
6 C -2.6662 0.1151 2.3652
7 C 3.2108 1.3255 0.0494
8 C 3.9143 0.8681 -1.2400
9 C 2.4419 1.2105 -1.3129
10 C 1.3532 -0.2750 -2.8706
11 N 0.5680 -0.1489 -0.6695
12 N -2.6413 -1.8918 -0.5623
13 N 1.6020 0.0274 -1.4638
14 O -1.5783 -2.6549 -1.2689
15 O -3.7307 -2.2196 -0.9251
16 H 0.7839 0.7469 2.3583
17 H -0.5932 1.7625 1.7053
18 H -3.1852 0.9900 0.4967
19 H -4.0666 -0.7771 1.0084
20 H -1.1431 -1.2926 2.2657
21 H -1.0844 0.0777 3.6950
22 H -2.7512 1.1497 2.6202
23 H -3.1788 -0.6378 2.9144
24 H 2.9010 0.4867 0.7577
25 H 3.3282 2.2692 0.5212
26 H 4.7098 1.4801 -1.7762
27 H 4.0494 -0.1533 -1.2417
28 H 2.3169 2.1570 -1.8378
29 H 2.2836 -0.6664 -3.4066
30 H 0.5190 -0.8867 -2.9706
31 H 1.1828 0.7444 -3.2872
32 H -2.0457 -3.3125 -1.8121

Its gap between HOMO and LUMO (spin up / spin down) is 0.2637 / 0.2634 Eh. As for the LUMO energy (spin up / spin down): 0.20 / 0.19 eV. As for the charge: 0. As for the spin multiplicity: 1. As for the HOMO energy (spin up / spin down): -6.9783 / -6.9737 eV.

Here are the Löwdin charges for atoms 1 to 6, given in e:
1 C 0.047
2 C -0.121
3 C -0.182
4 C -0.206
5 C -0.255
6 C -0.240


Entry 3:
Density functional theory data (wB97M-V/def2-TZVPD) for one molecule with the formula C23H18ClNO4.

Positions of all 47 atoms, in Å:
1 C 2.5715 3.6307 0.2513
2 C 2.3152 2.3229 -0.4239
3 C 1.0489 1.9642 -0.8642
4 C 0.8067 0.7419 -1.4643
5 C 1.8452 -0.1624 -1.6298
6 N 1.6207 -1.4363 -2.2010
7 C 0.9742 -2.4918 -1.6553
8 O 0.9068 -3.5575 -2.2225
9 C 0.3562 -2.2768 -0.2602
10 O -0.8199 -1.4889 -0.4266
11 C -1.7957 -1.6662 0.4768
12 O -1.7243 -2.4248 1.4085
13 C -2.9718 -0.8012 0.1914
14 C -3.8919 -0.5837 1.2161
15 C -4.9938 0.2147 0.9941
16 C -5.1945 0.7998 -0.2578
17 C -6.3720 1.6517 -0.4868
18 O -7.2021 1.9239 0.3403
19 C -4.2787 0.5681 -1.2844
20 C -3.1724 -0.2264 -1.0620
21 C 1.3559 -1.6737 0.6990
22 C 1.0892 -0.5257 1.4289
23 C 2.0528 0.0022 2.2703
24 C 3.2858 -0.6123 2.3925
25 C 3.5490 -1.7711 1.6807
26 C 2.5883 -2.3026 0.8415
27 C 3.1323 0.1889 -1.2388
28 C 3.3496 1.4117 -0.6340
29 Cl 4.9482 1.7972 -0.1084
30 H 1.6565 4.2103 0.3330
31 H 3.3077 4.2071 -0.3073
32 H 2.9763 3.4638 1.2486
33 H 0.2321 2.6575 -0.7284
34 H -0.1868 0.4791 -1.7875
35 H 2.1207 -1.6521 -3.0556
36 H 0.0557 -3.2681 0.1115
37 H -3.7197 -1.0507 2.1739
38 H -5.7185 0.4007 1.7725
39 H -6.4430 2.0442 -1.5209
40 H -4.4418 1.0132 -2.2555
41 H -2.4693 -0.4223 -1.8565
42 H 0.1329 -0.0327 1.3378
43 H 1.8348 0.8987 2.8313
44 H 4.0387 -0.1939 3.0433
45 H 4.5054 -2.2621 1.7805
46 H 2.7893 -3.2078 0.2863
47 H 3.9497 -0.5011 -1.3786

Its gap between HOMO and LUMO is 0.3042 Eh. Its SMILES is Cc1ccc(NC(=O)[C@H](OC(=O)c2ccc(C=O)cc2)c2ccccc2)cc1Cl. As for the LUMO energy: -0.68 eV. As for the charge: 0. As for the spin multiplicity: 1. As for the HOMO energy: -8.9622 eV.

Here are the Löwdin charges for atoms 1 to 6, given in e:
1 C -0.070
2 C -0.300
3 C -0.027
4 C -0.014
5 C -0.249
6 N 0.153


Entry 4:
Density functional theory data (wB97M-V/def2-TZVPD) for C28H32CrN5OS2 as an isolated structure.

Positions of all 69 atoms, in Å:
1 Cr 0.3900 -0.2723 -0.7400
2 C 0.6995 -2.5025 1.4934
3 N 1.5189 -1.7738 0.4962
4 C 2.1791 -2.7749 -0.3828
5 C 2.5586 -0.9966 1.1878
6 C 3.5371 -1.6126 1.9496
7 C 4.5693 -0.8713 2.5017
8 C 4.6251 0.4917 2.2483
9 C 3.6323 1.1151 1.5102
10 C 2.5486 0.3859 1.0108
11 N 1.4713 0.9069 0.2729
12 C 1.1924 2.2813 0.1922
13 C 1.5551 3.2574 1.1229
14 C 1.3103 4.5981 0.8661
15 C 0.6810 4.9916 -0.3064
16 C 0.2183 4.0189 -1.1805
17 C 0.4394 2.6795 -0.9106
18 N -0.1443 1.6095 -1.7272
19 C -1.6325 1.7126 -1.6421
20 C 0.2619 1.7635 -3.1447
21 H 1.3257 -3.1863 2.0706
22 H 0.2336 -1.7914 2.1716
23 H -0.0759 -3.0671 0.9846
24 H 2.8205 -3.4324 0.2068
25 H 1.4183 -3.3755 -0.8737
26 H 2.7740 -2.2742 -1.1385
27 H 3.5147 -2.6843 2.1052
28 H 5.3331 -1.3564 3.0959
29 H 5.4504 1.0803 2.6277
30 H 3.7151 2.1707 1.3000
31 H 2.0153 2.9640 2.0549
32 H 1.6117 5.3422 1.5931
33 H 0.5179 6.0388 -0.5232
34 H -0.3397 4.3163 -2.0598
35 H -1.9640 2.6761 -2.0396
36 H -2.0716 0.9079 -2.2258
37 H -1.9459 1.6212 -0.6031
38 H -0.0370 2.7435 -3.5192
39 H 1.3424 1.6602 -3.2306
40 H -0.2142 0.9932 -3.7404
41 S -1.6432 -1.4581 -0.6004
42 C -1.3761 -2.8415 -1.6399
43 C -2.1358 -3.9976 -1.4793
44 C -1.9674 -5.0862 -2.3249
45 C -2.7327 -6.2842 -2.0946
46 N -3.3351 -7.2399 -1.8824
47 C -1.0332 -5.0136 -3.3645
48 C -0.2655 -3.8681 -3.5207
49 C -0.4082 -2.7867 -2.6567
50 S 0.5965 -1.3683 -2.8308
51 C -0.8612 -6.1144 -4.2781
52 N -0.7250 -6.9819 -5.0198
53 H -2.8677 -4.0457 -0.6828
54 H 0.4603 -3.8196 -4.3232
55 C -2.1479 3.6979 1.4741
56 C -1.8877 2.5645 2.4372
57 O -1.6290 1.3755 1.7043
58 C -2.0205 0.1955 2.3998
59 C -3.5049 -0.0883 2.2666
60 H -2.3271 4.6206 2.0309
61 H -3.0274 3.4830 0.8617
62 H -1.2920 3.8525 0.8168
63 H -2.7535 2.4270 3.0905
64 H -1.0242 2.7889 3.0739
65 H -1.7255 0.2701 3.4523
66 H -1.4602 -0.6212 1.9470
67 H -4.1099 0.7431 2.6335
68 H -3.7649 -0.9787 2.8439
69 H -3.7568 -0.2713 1.2208

Its gap between HOMO and LUMO (spin up / spin down) is 0.2485 / 0.2998 Eh. As for the LUMO energy (spin up / spin down): -0.99 / 0.11 eV. As for the charge: 0. The expectation value of S² is 3.841. As for the spin multiplicity: 4. As for the HOMO energy (spin up / spin down): -7.7473 / -8.0508 eV.

Here are the Löwdin charges for atoms 1 to 6, given in e:
1 Cr 0.481
2 C -0.068
3 N -0.246
4 C -0.076
5 C -0.198
6 C -0.030


Entry 5:
Density functional theory data (wB97M-V/def2-TZVPD) for C33H29AsCl3CsF6N4O8S3 as an isolated structure.

Positions of all 88 atoms, in Å:
1 Cs 0.7471 -1.2886 0.5714
2 F 0.8621 1.0156 1.5905
3 As 0.2784 0.7728 3.2354
4 F 1.8515 1.2125 3.8105
5 F 0.8158 -0.8947 3.1184
6 F -0.2473 0.5093 4.8571
7 F -1.2779 0.3449 2.6219
8 F -0.2238 2.4382 3.2866
9 C 6.1725 -6.4144 -2.6321
10 C 4.7837 -5.8536 -2.4800
11 C 3.8697 -5.9089 -3.5304
12 C 2.6015 -5.3687 -3.3993
13 C 2.2360 -4.7607 -2.2056
14 C 3.1207 -4.7170 -1.1423
15 C 4.3870 -5.2642 -1.2844
16 S 0.6096 -4.0427 -2.0657
17 O -0.3152 -5.1245 -2.2004
18 O 0.6492 -3.2032 -0.8844
19 N 0.5361 -3.1594 -3.4535
20 C 0.9306 -1.7547 -3.4794
21 C 2.4511 -1.5739 -3.4533
22 C 2.8612 -0.9087 -1.9904
23 O 2.8560 0.3136 -2.0902
24 O 3.0570 -1.7378 -1.1272
25 H 6.3502 -6.7525 -3.6523
26 H 6.3284 -7.2616 -1.9617
27 H 6.9234 -5.6618 -2.3868
28 H 4.1586 -6.3752 -4.4651
29 H 1.8941 -5.4081 -4.2171
30 H 2.8215 -4.2403 -0.2201
31 H 5.0837 -5.2159 -0.4554
32 H -0.3970 -3.2799 -3.8609
33 H 0.4511 -1.1562 -2.6965
34 H 0.5549 -1.3621 -4.4239
35 H 2.8123 -0.8824 -4.2064
36 H 2.9844 -2.5195 -3.4866
37 O -3.9160 -3.7656 -3.1977
38 S -2.9542 -2.6982 -3.2603
39 O -2.1636 -2.6317 -4.4851
40 N -1.9639 -2.6428 -2.0035
41 C -2.1995 -1.5981 -1.2055
42 O -1.5975 -1.3019 -0.1695
43 C -3.2909 -0.6956 -1.7501
44 C -3.7559 0.4873 -1.2072
45 C -4.7196 1.1942 -1.9149
46 C -5.1969 0.7268 -3.1384
47 C -4.7301 -0.4661 -3.6784
48 C -3.7776 -1.1555 -2.9546
49 H -3.3528 0.8408 -0.2677
50 H -5.0997 2.1276 -1.5187
51 H -5.9389 1.3030 -3.6774
52 H -5.0944 -0.8401 -4.6263
53 Cl 0.7114 8.2195 -5.4753
54 C 0.5168 7.5556 -3.8807
55 C 1.2732 6.4659 -3.4908
56 C 1.1029 5.9655 -2.2114
57 C 0.1949 6.5163 -1.3115
58 C 0.0775 5.8825 0.0563
59 C -1.2289 5.0900 0.2238
60 N -1.2998 3.9730 -0.6913
61 C -1.7606 4.0116 -1.9871
62 C -1.5385 2.7658 -2.4946
63 N -0.9591 1.9616 -1.5452
64 C -0.8262 2.7146 -0.4833
65 O 0.1629 6.8601 1.0793
66 C 1.1780 6.5716 2.0368
67 C 2.5318 6.8065 1.4272
68 C 3.4246 5.8586 1.0317
69 Cl 3.2784 4.1649 1.1925
70 S 4.8143 6.5297 0.2723
71 C 4.2029 8.1193 0.4749
72 C 2.9967 8.1168 1.0930
73 C -0.5538 7.6063 -1.7469
74 Cl -1.7419 8.3661 -0.7286
75 C -0.3992 8.1325 -3.0204
76 H 1.9828 6.0203 -4.1732
77 H 1.6905 5.1110 -1.8961
78 H 0.9158 5.1862 0.1374
79 H -2.0692 5.7577 0.0420
80 H -1.2997 4.7150 1.2452
81 H -2.1887 4.9039 -2.4122
82 H -1.7825 2.3906 -3.4751
83 H -0.4252 2.3977 0.4689
84 H 1.0753 5.5583 2.4352
85 H 1.0177 7.2811 2.8478
86 H 4.7694 8.9646 0.1204
87 H 2.4265 9.0106 1.3051
88 H -0.9913 8.9812 -3.3307

Its gap between HOMO and LUMO (spin up / spin down) is 0.2988 / 0.1803 Eh. As for the LUMO energy (spin up / spin down): 1.75 / -1.48 eV. As for the charge: -1. The expectation value of S² is 0.756. As for the spin multiplicity: 2. As for the HOMO energy (spin up / spin down): -6.3819 / -6.3805 eV.

Here are the Löwdin charges for atoms 1 to 6, given in e:
1 Cs 1.749
2 F -0.499
3 As 0.677
4 F -0.251
5 F -0.453
6 F -0.240


Entry 6:
Density functional theory data (wB97M-V/def2-TZVPD) for C19H44ClFGaO3 as an isolated structure.

Positions of all 69 atoms, in Å:
1 C 4.3502 -5.5405 -0.0948
2 C 3.1992 -4.6602 -0.5604
3 C 3.6875 -3.3718 -1.2241
4 C 2.5424 -2.4035 -1.5805
5 C 2.6744 -0.9841 -0.9759
6 Ga 1.4071 -0.6142 0.5480
7 Cl 1.7221 1.6076 1.1303
8 C -0.5558 -0.7799 0.1014
9 C -1.0234 -2.2225 -0.2110
10 C -2.2588 -2.7150 0.5685
11 C -2.0833 -4.0400 1.3189
12 C -1.6082 -5.1882 0.4501
13 O -2.5711 -5.4889 -0.5515
14 C -2.1692 -5.2789 -1.8860
15 C 1.9267 -1.6271 2.2473
16 C 0.7739 -2.2079 3.0624
17 F 2.8404 -2.6961 1.9694
18 H 4.9102 -5.0466 0.7002
19 H 5.0442 -5.7037 -0.9232
20 H 4.0168 -6.5094 0.2758
21 H 2.5485 -4.4019 0.2744
22 H 2.6003 -5.2100 -1.2943
23 H 4.2096 -3.6670 -2.1392
24 H 4.4009 -2.8763 -0.5641
25 H 2.5057 -2.3094 -2.6702
26 H 1.5970 -2.8780 -1.3049
27 H 3.6890 -0.8445 -0.5985
28 H 2.5148 -0.2359 -1.7533
29 H -1.1192 -0.4001 0.9602
30 H -0.8176 -0.1180 -0.7258
31 H -0.2072 -2.9380 -0.0944
32 H -1.2814 -2.2573 -1.2734
33 H -2.5575 -1.9562 1.2948
34 H -3.1093 -2.8388 -0.1057
35 H -1.3988 -3.9185 2.1598
36 H -3.0525 -4.3367 1.7299
37 H -0.6388 -4.9694 -0.0011
38 H -1.4780 -6.0797 1.0706
39 H -1.0849 -5.2008 -1.9783
40 H -2.6250 -4.3688 -2.2829
41 H -2.5000 -6.1246 -2.4906
42 H 2.4849 -0.9352 2.8805
43 H -0.1923 -1.8408 2.7118
44 H 0.8429 -1.9779 4.1277
45 H 0.7672 -3.2925 2.9488
46 C 0.2758 6.0220 0.9322
47 C 1.7457 5.8168 0.5969
48 C 1.9213 5.2308 -0.7976
49 O 2.3721 4.9836 1.5632
50 H -0.2531 5.0668 0.9180
51 H 0.1630 6.4482 1.9298
52 H -0.2089 6.6857 0.2130
53 H 2.2702 6.7747 0.6554
54 H 1.4442 4.2494 -0.8539
55 H 2.9793 5.0946 -1.0223
56 H 1.4798 5.8785 -1.5594
57 H 1.9044 4.1370 1.5294
58 C -5.1710 6.7667 -0.2343
59 C -3.6940 6.5242 -0.5083
60 C -3.4624 5.9493 -1.8975
61 O -3.1257 5.6799 0.4856
62 H -5.7233 5.8241 -0.2832
63 H -5.3106 7.1848 0.7627
64 H -5.6029 7.4526 -0.9651
65 H -3.1511 7.4667 -0.4142
66 H -3.9636 4.9822 -1.9946
67 H -2.3983 5.7911 -2.0713
68 H -3.8497 6.6136 -2.6720
69 H -3.5648 4.8239 0.4406

Its gap between HOMO and LUMO is 0.2755 Eh. As for the LUMO energy: 2.50 eV. As for the charge: -1. As for the spin multiplicity: 1. As for the HOMO energy: -4.9932 eV.

Here are the Löwdin charges for atoms 1 to 6, given in e:
1 C -0.124
2 C -0.290
3 C -0.231
4 C -0.277
5 C -0.256
6 Ga 0.206


Number 1: calculated total energy -7796.0438 eV. Number 2: calculated total energy -19199.4433 eV. Number 3: calculated total energy -46346.7350 eV. Number 4: calculated total energy -89146.3914 eV. Number 5: calculated total energy -204801.2643 eV. Number 6: calculated total energy -94177.3413 eV.